Formula: C42H88F18N9O20S2
Source: OMol25
Level of theory: ωB97M-V with the def2-TZVPD basis set

```
179
Properties=species:S:1:pos:R:3:lowdin_charge:R:1
C -17.91 -1.17 -26.29 -0.638
F -18.44 -0.12 -25.64 0.112
F -18.89 -1.69 -27.02 0.122
F -16.92 -0.67 -27.01 0.141
S -17.23 -2.45 -25.01 0.670
O -16.34 -1.63 -24.22 -0.289
O -18.44 -2.94 -24.35 -0.362
N -16.52 -3.70 -25.91 -0.298
S -14.96 -3.42 -25.91 0.593
O -14.59 -2.05 -26.16 -0.308
O -14.28 -4.07 -24.82 -0.267
C -14.49 -4.38 -27.54 -0.592
F -13.21 -4.38 -27.71 0.146
F -14.92 -5.65 -27.48 0.135
F -15.16 -3.80 -28.56 0.077
C -18.91 1.05 -22.39 0.039
C -18.13 2.33 -22.22 -0.380
O -17.08 2.60 -22.70 0.219
N -18.77 3.39 -21.29 0.103
H -18.88 4.29 -21.75 0.189
H -19.72 3.12 -21.03 0.168
C -17.90 3.53 -20.01 0.055
H -18.63 0.50 -23.29 0.077
H -19.99 1.04 -22.49 0.089
H -18.61 0.53 -21.48 0.105
H -18.37 4.26 -19.36 0.113
H -16.93 3.89 -20.32 0.109
H -17.78 2.54 -19.56 0.106
C -12.82 -5.48 -29.85 0.038
C -12.24 -6.78 -30.33 -0.386
O -11.54 -6.90 -31.28 0.185
N -12.57 -8.01 -29.56 0.109
H -13.60 -8.25 -29.56 0.106
H -12.17 -8.86 -29.96 0.179
C -12.00 -7.85 -28.14 -0.037
H -12.15 -4.78 -29.37 0.103
H -13.61 -5.61 -29.13 0.043
H -13.24 -5.08 -30.77 0.104
H -10.97 -7.53 -28.24 0.131
H -11.99 -8.87 -27.76 0.117
H -12.66 -7.23 -27.50 0.023
C -17.03 -6.72 -25.02 0.001
C -17.89 -6.98 -26.22 -0.364
O -18.39 -8.01 -26.46 0.197
N -17.95 -5.71 -27.17 0.124
H -18.90 -5.37 -27.04 0.140
H -17.28 -5.08 -26.70 0.043
C -17.69 -5.88 -28.75 -0.030
H -17.31 -7.47 -24.28 0.098
H -17.28 -5.85 -24.41 0.064
H -15.96 -6.82 -25.23 0.087
H -18.56 -6.34 -29.17 0.111
H -16.86 -6.56 -28.87 0.062
H -17.51 -4.87 -29.10 0.053
C -20.19 1.39 -29.65 0.044
C -21.59 1.02 -29.31 -0.413
O -22.35 1.70 -28.71 0.199
N -22.07 -0.32 -29.81 0.097
H -22.98 -0.20 -30.27 0.193
H -21.47 -0.70 -30.54 0.179
C -22.16 -1.35 -28.67 0.061
H -20.03 2.41 -29.32 0.114
H -19.95 1.30 -30.71 0.117
H -19.49 0.82 -29.03 0.090
H -21.17 -1.38 -28.23 0.084
H -22.31 -2.17 -29.37 0.110
H -22.97 -1.19 -27.96 0.109
C -22.13 -1.98 -22.64 0.022
C -21.66 -2.37 -24.00 -0.400
O -21.66 -1.56 -24.88 0.167
N -21.29 -3.81 -24.23 0.093
H -21.14 -3.83 -25.24 0.170
H -20.34 -3.90 -23.84 0.143
C -22.36 -4.83 -23.84 0.074
H -21.65 -2.57 -21.86 0.097
H -23.21 -2.12 -22.57 0.120
H -21.93 -0.97 -22.30 0.095
H -21.80 -5.77 -23.79 0.112
H -23.10 -4.87 -24.63 0.120
H -22.73 -4.55 -22.86 0.099
C -16.14 -3.13 -21.08 0.052
C -17.10 -3.39 -19.94 -0.390
O -17.39 -2.70 -19.02 0.182
N -17.68 -4.79 -19.93 0.090
H -18.37 -4.90 -19.19 0.174
H -18.04 -5.15 -20.81 0.166
C -16.65 -5.92 -19.56 0.073
H -15.26 -3.73 -20.84 0.109
H -15.87 -2.08 -21.12 0.103
H -16.60 -3.39 -22.03 0.076
H -17.12 -6.90 -19.54 0.120
H -16.40 -5.65 -18.54 0.119
H -15.85 -5.91 -20.29 0.074
C -11.96 -2.45 -23.41 0.037
C -11.56 -2.75 -21.99 -0.371
O -12.10 -3.61 -21.36 0.171
N -10.37 -2.01 -21.44 0.103
H -9.51 -2.52 -21.67 0.203
H -10.17 -1.25 -22.08 0.182
C -10.41 -1.64 -19.96 0.040
H -12.09 -1.38 -23.57 0.087
H -12.98 -2.81 -23.51 0.072
H -11.29 -2.87 -24.16 0.084
H -10.10 -2.51 -19.39 0.111
H -11.45 -1.47 -19.69 0.097
H -9.80 -0.81 -19.63 0.108
C -12.81 1.06 -25.21 0.028
C -13.53 1.25 -26.52 -0.412
O -14.60 1.77 -26.64 0.138
N -12.76 0.84 -27.72 0.110
H -12.79 1.64 -28.36 0.191
H -11.76 0.63 -27.56 0.115
C -13.46 -0.28 -28.46 0.039
H -13.51 1.12 -24.38 0.085
H -12.14 1.92 -25.22 0.116
H -12.30 0.10 -25.20 0.058
H -13.65 -1.13 -27.82 0.062
H -12.78 -0.57 -29.26 0.112
H -14.36 0.18 -28.87 0.091
C -14.11 -0.73 -32.25 -0.524
O -14.92 -0.68 -31.07 -0.111
O -13.60 0.50 -32.37 -0.193
C -13.18 -1.98 -32.26 -0.510
F -11.98 -1.73 -32.83 0.124
F -12.93 -2.48 -31.02 0.095
F -13.59 -3.02 -33.05 0.092
C -15.71 -1.79 -30.73 -0.272
C -16.79 -1.41 -29.71 -0.060
H -17.25 -2.35 -29.38 0.053
H -16.35 -0.96 -28.83 0.042
H -17.64 -0.78 -29.98 0.059
H -15.12 -2.56 -30.23 0.083
H -16.20 -2.25 -31.59 0.111
H -14.74 -0.90 -33.14 0.136
C -9.88 -1.46 -27.31 -0.484
O -9.87 -1.60 -28.72 -0.085
O -10.15 -0.16 -26.99 -0.201
C -10.61 -2.64 -26.58 -0.503
F -10.01 -2.99 -25.41 0.091
F -11.85 -2.27 -26.26 0.095
F -10.69 -3.78 -27.32 0.129
C -8.82 -2.35 -29.27 -0.268
C -8.98 -2.53 -30.79 -0.059
H -8.98 -1.74 -31.54 0.079
H -8.26 -3.28 -31.13 0.074
H -9.95 -3.00 -31.01 0.056
H -8.70 -3.36 -28.85 0.109
H -7.85 -1.87 -29.07 0.121
H -8.84 -1.61 -26.98 0.137
C -16.12 -7.88 -30.41 -0.333
O -15.74 -6.53 -29.91 -0.161
O -15.21 -8.76 -29.81 -0.202
C -17.62 -8.26 -30.23 -0.578
F -17.95 -9.44 -30.79 0.163
F -17.98 -8.33 -28.99 0.156
F -18.43 -7.36 -30.85 0.109
C -16.37 -5.28 -30.31 -0.300
C -16.28 -5.00 -31.80 -0.034
H -16.73 -5.85 -32.33 0.079
H -17.07 -4.29 -32.06 0.080
H -15.30 -4.81 -32.24 0.080
H -15.82 -4.46 -29.82 0.090
H -17.44 -5.07 -30.01 0.068
H -15.81 -7.83 -31.46 0.154
C -13.04 -8.47 -22.54 -0.542
O -12.65 -8.21 -23.89 -0.058
O -11.92 -8.91 -21.93 -0.172
C -13.88 -7.36 -21.87 -0.540
F -15.02 -7.03 -22.58 0.050
F -14.33 -7.68 -20.64 0.116
F -13.14 -6.25 -21.73 0.111
C -13.50 -8.69 -24.88 -0.248
C -13.12 -7.85 -26.09 -0.162
H -13.27 -6.78 -25.93 0.090
H -12.06 -7.88 -26.32 0.068
H -13.78 -8.19 -26.90 0.094
H -14.59 -8.55 -24.84 0.099
H -13.28 -9.73 -25.14 0.138
H -13.91 -9.17 -22.49 0.131
```

Values from the calculation:
Charge = +3
Lowest unoccupied orbital energy = -8.34 eV
HOMO-LUMO gap = 1.411 eV
ΔE to the lowest compared entry with this formula, charge and spin = 0.000 eV
Electronic energy = -6242.8630 hartree

=====

Formula: C42H88F6N9O18S6
Source: OMol25
Level of theory: ωB97M-V with the def2-TZVPD basis set

```
169
Properties=species:S:1:pos:R:3:lowdin_charge:R:1
C 2.20 -8.52 -3.51 0.028
C 1.72 -8.47 -2.10 -0.373
O 2.15 -9.15 -1.23 0.207
N 0.47 -7.56 -1.92 0.104
H -0.10 -7.63 -2.75 0.166
H -0.09 -7.90 -1.15 0.167
C 0.78 -6.09 -1.55 0.049
H 3.20 -8.96 -3.61 0.120
H 2.32 -7.55 -3.99 0.100
H 1.45 -8.92 -4.19 0.108
H 1.29 -6.11 -0.58 0.110
H -0.19 -5.59 -1.51 0.102
H 1.25 -5.47 -2.31 0.112
C 4.59 2.67 3.76 0.034
C 3.71 3.27 4.86 -0.338
O 4.16 3.92 5.78 0.163
N 2.18 3.20 4.62 0.113
H 2.05 2.55 3.86 0.148
H 1.71 2.92 5.47 0.173
C 1.51 4.47 4.02 0.068
H 4.43 3.21 2.82 0.104
H 4.34 1.61 3.62 0.097
H 5.65 2.83 3.95 0.105
H 1.42 4.40 2.93 0.112
H 2.10 5.36 4.27 0.105
H 0.55 4.61 4.51 0.111
C 2.18 -3.31 9.11 0.005
C 1.44 -4.00 7.91 -0.426
C 0.42 -3.05 7.25 -0.125
C -0.16 -3.58 5.96 -0.198
C 0.94 -3.77 4.94 -0.122
C 2.13 -4.73 5.36 -0.387
N 2.49 -4.40 6.86 0.139
O 3.69 -4.93 7.34 0.161
C 3.36 -4.30 4.53 -0.021
C 1.83 -6.23 5.23 0.009
C 0.76 -5.31 8.31 0.011
H 1.54 -2.81 9.84 0.103
H 2.69 -2.48 8.61 0.092
H 2.81 -4.01 9.67 0.097
H 0.90 -2.10 7.04 0.130
H -0.41 -2.86 7.93 0.139
H -0.81 -2.82 5.53 0.130
H -0.73 -4.51 5.96 0.115
H 1.30 -2.78 4.67 0.126
H 0.43 -4.24 4.11 0.133
H 3.22 -4.47 3.46 0.108
H 4.25 -4.82 4.88 0.092
H 3.69 -3.26 4.57 0.095
H 1.94 -6.48 4.17 0.102
H 0.85 -6.58 5.56 0.089
H 2.62 -6.81 5.71 0.102
H 1.48 -6.11 8.49 0.105
H 0.04 -5.75 7.62 0.083
H 0.26 -5.08 9.26 0.114
C 6.91 2.70 -4.86 0.008
C 7.66 4.04 -4.47 -0.394
C 9.21 3.83 -4.76 -0.102
C 10.00 5.14 -4.58 -0.156
C 9.43 6.28 -5.50 -0.116
C 7.93 6.50 -5.43 -0.428
N 7.09 5.23 -5.25 0.125
O 5.74 5.47 -5.24 0.153
C 7.43 7.06 -6.82 -0.003
C 7.58 7.45 -4.28 -0.003
C 7.52 4.39 -2.99 -0.011
H 7.00 2.62 -5.94 0.088
H 5.84 2.81 -4.65 0.089
H 7.41 1.81 -4.46 0.108
H 9.34 3.49 -5.79 0.128
H 9.53 3.04 -4.09 0.138
H 11.04 4.99 -4.86 0.122
H 10.16 5.42 -3.54 0.107
H 9.72 6.03 -6.52 0.124
H 10.01 7.19 -5.37 0.140
H 7.51 6.33 -7.63 0.093
H 8.19 7.73 -7.20 0.099
H 6.43 7.49 -6.87 0.095
H 8.11 7.23 -3.35 0.096
H 6.51 7.60 -4.12 0.097
H 7.86 8.47 -4.56 0.109
H 6.66 5.00 -2.71 0.098
H 8.39 4.74 -2.44 0.092
H 7.28 3.49 -2.43 0.106
C -5.18 0.46 -9.68 0.014
C -4.09 1.52 -9.95 -0.443
C -4.69 2.87 -10.17 -0.156
C -5.12 3.60 -8.92 -0.120
C -3.91 3.64 -7.82 -0.105
C -3.34 2.32 -7.43 -0.433
N -3.07 1.58 -8.76 0.170
O -2.07 0.59 -8.73 0.149
C -4.43 1.53 -6.56 0.036
C -2.00 2.52 -6.71 -0.012
C -3.24 1.08 -11.14 -0.026
H -5.92 0.74 -8.93 0.080
H -4.80 -0.55 -9.52 0.106
H -5.74 0.41 -10.61 0.110
H -5.53 2.92 -10.86 0.150
H -3.89 3.47 -10.60 0.130
H -5.97 3.06 -8.50 0.099
H -5.59 4.56 -9.12 0.126
H -4.24 4.24 -6.98 0.140
H -3.11 4.22 -8.29 0.119
H -5.38 1.46 -7.09 0.062
H -4.60 1.92 -5.56 0.111
H -4.06 0.52 -6.38 0.093
H -1.42 3.30 -7.18 0.099
H -1.48 1.58 -6.53 0.092
H -2.19 2.89 -5.70 0.109
H -2.47 1.80 -11.39 0.102
H -3.80 0.80 -12.03 0.112
H -2.71 0.15 -10.94 0.086
C -7.18 -0.65 7.57 0.013
C -8.28 -1.73 7.62 -0.436
C -9.71 -1.20 7.53 -0.113
C -10.00 -0.54 6.14 -0.138
C -9.87 -1.60 5.12 -0.147
C -8.55 -2.35 5.02 -0.427
N -8.02 -2.64 6.42 0.140
O -7.15 -3.71 6.53 0.154
C -7.46 -1.55 4.24 0.015
C -8.77 -3.67 4.30 -0.035
C -8.24 -2.55 8.93 -0.017
H -7.30 0.06 6.75 0.078
H -6.15 -0.95 7.41 0.102
H -7.26 0.00 8.44 0.114
H -9.88 -0.57 8.41 0.142
H -10.47 -1.97 7.65 0.131
H -9.40 0.36 6.07 0.127
H -11.06 -0.30 6.17 0.133
H -10.04 -1.18 4.13 0.146
H -10.58 -2.43 5.22 0.132
H -6.58 -2.15 4.04 0.092
H -6.99 -0.68 4.71 0.084
H -7.74 -1.24 3.23 0.113
H -9.18 -3.54 3.30 0.112
H -9.50 -4.32 4.79 0.100
H -7.96 -4.37 4.09 0.092
H -9.06 -3.25 9.07 0.100
H -8.31 -1.89 9.80 0.106
H -7.31 -3.10 9.05 0.087
N 8.05 -4.27 -3.56 -0.289
S 7.64 -4.64 -2.14 0.435
O 7.46 -3.51 -1.27 -0.322
O 8.08 -5.97 -1.66 -0.318
F 6.07 -4.94 -2.51 -0.272
S 9.70 -4.02 -3.25 0.608
O 10.57 -5.23 -3.36 -0.307
O 10.04 -2.95 -2.32 -0.303
F 9.92 -3.34 -4.70 -0.233
N -6.28 6.37 1.69 -0.285
S -5.29 5.26 1.41 0.425
O -5.83 4.03 0.87 -0.318
O -4.13 5.22 2.24 -0.315
F -4.68 5.98 0.04 -0.262
S -6.54 6.17 3.38 0.632
O -5.86 7.10 4.31 -0.314
O -6.84 4.80 3.87 -0.348
F -8.01 6.82 3.38 -0.215
N 1.04 0.79 0.98 -0.281
S 1.47 0.86 -0.47 0.404
O 1.89 2.12 -1.04 -0.299
O 1.08 -0.20 -1.41 -0.297
F 2.94 0.33 -0.14 -0.241
S -0.56 0.65 0.55 0.526
O -1.16 -0.70 0.47 -0.321
O -1.12 1.64 -0.33 -0.260
F -1.11 1.05 2.01 -0.228
```

Values from the calculation:
Charge = +3
Lowest unoccupied orbital energy = -9.52 eV
HOMO-LUMO gap = 1.904 eV
ΔE to the lowest compared entry with this formula, charge and spin = 8.345 eV
Electronic energy = -6486.7679 hartree

=====

Number 1: HOMO level -9.8 eV. Number 2: HOMO level -11.4 eV.